{"formula": "C18H56FIInO11S", "method": "ωB97M-V/def2-TZVPD", "symbols": ["C", "C", "H", "H", "H", "H", "H", "H", "C", "O", "In", "F", "H", "C", "S", "C", "H", "H", "O", "C", "H", "C", "H", "H", "H", "H", "C", "H", "H", "H", "H", "H", "H", "H", "H", "H", "C", "H", "C", "C", "H", "H", "H", "H", "H", "H", "H", "H", "H", "H", "O", "H", "O", "H", "H", "H", "H", "H", "H", "O", "H", "O", "H", "O", "H", "C", "C", "H", "H", "O", "H", "I", "O", "H", "H", "H", "C", "C", "H", "H", "H", "O", "H", "C", "H", "C", "H", "C", "O"], "positions_angstrom": [[8.785, -3.180, 0.079], [-2.674, -5.496, -2.322], [-4.592, -6.371, 4.776], [5.249, 2.050, -4.563], [11.070, -3.837, 1.952], [6.049, -0.627, -0.882], [-0.192, 3.943, -2.710], [11.072, -4.307, 3.668], [3.420, -0.485, -0.691], [-2.762, 5.484, 1.767], [1.491, 0.317, 0.230], [4.014, -0.354, 1.692], [-3.388, -5.703, -1.525], [-2.010, -1.624, 0.452], [-3.292, -0.443, -0.102], [4.552, 1.725, -3.784], [-6.030, -5.929, -0.193], [0.190, 1.896, -4.630], [7.846, -2.718, -0.883], [0.319, 3.226, 0.939], [-6.293, 8.193, 2.184], [-4.072, 4.953, 1.650], [4.203, -2.049, 0.568], [9.711, -3.483, -0.421], [2.335, 3.041, 0.291], [6.037, 0.372, 0.581], [4.332, -0.958, 0.455], [-1.117, -5.632, -1.170], [-7.154, 9.007, -1.933], [-4.075, 3.894, 1.923], [-1.461, 2.876, -3.350], [-6.022, 7.534, 0.543], [1.317, -0.112, 1.944], [10.329, -6.372, 2.979], [-4.282, 8.853, 1.272], [-7.073, 8.946, 0.775], [5.833, -0.642, 0.193], [-8.926, 8.972, -1.783], [11.194, -4.668, 2.643], [-0.805, -1.811, -0.503], [-4.729, 5.499, 2.326], [3.935, 0.327, -1.241], [5.566, 2.494, -2.318], [-0.922, 0.288, -1.296], [-2.813, 0.739, 0.374], [-5.709, -5.539, 5.896], [-7.198, 6.760, -1.417], [8.371, -4.026, 0.632], [1.127, 2.888, -0.991], [-6.500, -7.595, 5.196], [-1.473, -4.968, -1.768], [-5.678, -7.432, 0.692], [-5.065, 9.319, 0.956], [-3.095, -4.759, -3.003], [0.290, -0.763, -2.023], [3.200, -1.310, -1.388], [-1.715, -1.386, 1.486], [-3.602, -6.538, 1.136], [4.157, 0.745, -4.043], [5.225, 1.620, -2.535], [-2.520, -2.603, 0.521], [-4.080, -6.150, 0.396], [-2.196, 4.987, 1.160], [-0.548, 3.917, 0.551], [6.438, -1.386, 0.726], [-0.511, 3.368, -3.577], [-8.047, 8.386, -2.045], [12.190, -5.099, 2.516], [-8.134, 8.052, -3.082], [0.488, 2.397, -3.865], [-0.009, -2.301, 0.098], [0.487, 2.758, 3.075], [-7.980, 7.266, -1.171], [-4.429, 5.074, 0.622], [3.725, 2.436, -3.710], [-5.663, -5.083, 4.180], [1.351, 2.602, 0.051], [-5.579, -5.913, 4.878], [-1.063, -2.551, -1.279], [7.668, -3.447, -1.486], [-0.640, 4.043, -4.429], [-6.590, -6.870, 4.570], [8.999, -2.368, 0.771], [-5.469, -6.361, 0.633], [-2.455, -6.416, -2.876], [-6.176, 8.443, 1.126], [-5.766, -5.873, 1.564], [-0.190, -0.501, -1.059], [10.202, -5.649, 2.356]], "mulliken_charge": [-0.7353, -0.2429, 0.2479, 0.2986, 0.1737, 0.2559, 0.1744, 0.2632, -0.8826, -0.4693, 1.0623, -0.3509, -0.0170, -0.5449, -0.2651, -0.5977, 0.2566, 0.2433, -0.4465, 0.1771, 0.3090, -0.4887, 0.1380, 0.3268, 0.3743, 0.2987, 0.4642, 0.2469, 0.2742, 0.2885, 0.2665, 0.0194, -0.3961, 0.2827, 0.3089, 0.2042, -0.9672, 0.2203, -0.4907, -0.0016, 0.2208, 0.0144, 0.2518, 0.3979, 0.0706, 0.2957, 0.2862, 0.3413, -0.0445, 0.2906, -0.4352, 0.2606, -0.5356, 0.2451, 0.2731, 0.3964, 0.2939, 0.2593, 0.2335, -0.4338, 0.2048, -0.4990, 0.3684, -0.5378, 0.1308, -0.5606, -0.5943, 0.2634, 0.2922, -0.4299, 0.1504, -0.1073, -0.4963, 0.1666, 0.2478, 0.2020, -0.7434, -0.5286, 0.1382, 0.2590, 0.3234, -0.5014, 0.2811, -0.4570, 0.2571, -0.2881, 0.1363, -1.1580, -0.4809], "total_charge": -1, "energy_ha": -2532.6996}

=====

{"formula": "C18H56N6O10", "method": "ωB97M-V/def2-TZVPD", "symbols": ["H", "H", "C", "O", "H", "C", "O", "C", "H", "C", "H", "H", "H", "H", "C", "O", "C", "H", "H", "H", "H", "H", "N", "C", "C", "H", "H", "H", "H", "H", "H", "O", "H", "H", "C", "C", "H", "H", "H", "N", "C", "O", "H", "H", "O", "H", "H", "H", "H", "H", "N", "H", "H", "H", "H", "N", "H", "H", "O", "O", "H", "H", "H", "C", "H", "H", "H", "C", "H", "N", "O", "H", "H", "H", "C", "H", "H", "H", "H", "O", "H", "H", "C", "H", "H", "C", "C", "C", "N", "H"], "positions_angstrom": [[-12.767, 19.166, -8.399], [-15.048, 22.658, -10.401], [-8.977, 20.717, -2.481], [-7.281, 20.921, -7.989], [-10.323, 25.974, -0.251], [-9.330, 21.936, -8.610], [-12.951, 25.210, -5.274], [-11.936, 24.903, -2.184], [-14.916, 23.706, -8.064], [-8.361, 20.781, -8.614], [-8.970, 19.833, -10.469], [-14.545, 23.459, -4.570], [-9.136, 25.724, -3.381], [-16.087, 25.191, -2.415], [-10.145, 26.387, -1.194], [-14.399, 22.009, -7.312], [-11.293, 20.858, -3.419], [-11.373, 19.850, -9.179], [-8.751, 20.020, -3.339], [-8.944, 20.000, -8.154], [-11.203, 18.679, -7.939], [-7.109, 23.450, -4.643], [-15.303, 20.632, -4.860], [-12.783, 23.814, -5.248], [-13.046, 23.337, -8.661], [-11.144, 20.579, -4.445], [-12.256, 22.584, -8.753], [-13.632, 22.045, -4.668], [-13.393, 18.743, -3.252], [-13.980, 22.402, -6.516], [-16.093, 21.821, -9.288], [-9.665, 22.488, -3.734], [-11.672, 22.225, -5.823], [-8.006, 21.209, -2.282], [-15.088, 22.094, -9.501], [-11.821, 19.578, -8.208], [-6.407, 22.787, -6.126], [-14.597, 21.198, -9.764], [-14.638, 24.196, -2.554], [-11.721, 23.262, -5.688], [-7.346, 22.947, -5.590], [-8.378, 25.895, -7.469], [-10.006, 25.912, -5.571], [-8.495, 21.637, -4.797], [-16.142, 23.765, -3.909], [-10.299, 21.612, -9.034], [-12.102, 24.483, -1.207], [-12.744, 24.027, -7.913], [-9.831, 24.436, -2.047], [-9.084, 22.762, -9.331], [-13.708, 23.007, -4.913], [-9.245, 20.165, -1.583], [-15.066, 25.485, -3.666], [-13.103, 23.980, -9.563], [-11.158, 24.597, -8.634], [-10.529, 25.681, -6.412], [-11.433, 19.913, -2.915], [-10.868, 27.193, -1.438], [-10.097, 25.607, -3.394], [-7.768, 21.646, -5.452], [-14.248, 20.215, -2.760], [-12.530, 25.813, -2.428], [-10.955, 23.884, -6.040], [-14.387, 22.772, -8.296], [-8.090, 21.087, -10.613], [-15.792, 21.079, -4.065], [-10.427, 22.233, -2.093], [-15.442, 24.717, -3.103], [-12.185, 21.479, -3.411], [-14.062, 19.544, -3.496], [-14.027, 18.905, -5.754], [-10.229, 23.240, -3.899], [-12.841, 20.990, -7.395], [-7.315, 19.543, -10.107], [-10.428, 25.294, -2.225], [-15.557, 20.860, -5.832], [-9.573, 24.925, -9.301], [-7.429, 21.464, -7.256], [-16.580, 23.163, -3.338], [-11.959, 20.603, -7.228], [-12.155, 24.125, -2.833], [-9.469, 22.329, -7.605], [-14.450, 19.658, -4.752], [-11.537, 25.680, -6.247], [-8.151, 23.426, -6.107], [-9.724, 25.509, -7.490], [-10.102, 21.628, -2.929], [-8.166, 20.239, -10.005], [-10.239, 25.000, -8.521], [-9.142, 26.825, -1.294]], "mulliken_charge": [0.4230, 0.4601, -1.8352, -0.5587, 0.4142, -0.6462, -0.9784, -0.1711, 0.2803, 0.8627, 0.4614, 0.5109, 0.3795, 0.4861, -1.6192, -0.7246, -0.6622, 0.3308, 0.4186, 0.1093, 0.2602, 0.2821, -0.2910, -0.4768, -1.1381, -0.0562, 0.3727, -0.6066, 0.2595, 0.5996, 0.4071, -0.1003, -0.9268, 0.3481, -1.8111, -1.0391, 0.3760, 0.3957, 0.2981, 3.6104, -1.0907, -0.7689, 0.1074, 0.3339, -0.6250, -0.0165, 0.4970, 0.0520, 0.4166, 0.2944, 0.2509, 0.4209, 0.2679, 0.7433, 0.1982, -0.3064, 0.5244, 0.3373, -0.4266, -0.7493, 0.2105, 0.4224, -0.9603, 0.5767, 0.4441, 0.1492, 0.4132, -0.8495, -0.1562, -0.3637, -0.6793, -0.2929, 0.1211, 0.3562, 0.1583, 0.2432, 0.2748, 0.3718, 0.3027, -0.2958, -0.7132, 0.0400, 0.6108, 0.2864, 0.5086, 0.2391, 0.9040, -1.7611, -0.1434, 0.4165], "smiles": "NC(N)=O.NC(N)=O.NC(N)=O.CC(C)O.CC(C)O.CC(C)O.CC(C)O.CO.CO.CO", "energy_ha": -1800.1397}

=====

| no. | E_LUMO (eV) | HOMO energy (eV) |
| --- | --- | --- |
| 1 | 1.9 | -4.268 |
| 2 | -0.4 | -8.699 |